15
Properties=species:S:1:pos:R:3:forces:R:3:nbo_charge:R:1 method="wB97M-V/def2-TZVPD" total_charge=-1 gap_ev="6.86 / 6.96" lumo_ev="3.071 / 1.148" e_above_lowest_kj_mol=0.0 multiplicity=3 s2=2.017
C 2.915 0.028 0.021 -1.2514 -1.1799 0.0853 -0.2656
C 1.869 0.955 -0.030 -1.6546 2.5630 -0.1099 -0.4214
C 2.520 -1.259 0.178 -3.8073 2.4105 0.1034 -0.3926
C 0.625 0.422 0.119 2.2473 -1.3694 -0.0656 0.0062
N -2.920 -0.046 0.588 -0.9378 0.1287 0.7868 -0.7386
N -2.580 -1.165 -0.102 0.0982 2.4692 0.7332 0.6128
O -1.892 -1.061 -1.103 0.4979 -0.6141 -1.1170 -0.4835
O -2.955 -2.196 0.395 -0.4428 -1.5921 0.1057 -0.4457
O -2.324 2.337 1.098 -0.8419 1.4365 2.2086 -0.9383
O -2.530 1.785 -1.245 -1.1466 0.6420 -2.3147 -0.9368
S 0.729 -1.258 0.253 0.5202 -0.9631 0.1897 0.3881
S -2.244 1.353 0.079 2.0412 -2.2714 -0.4521 1.9684
H 3.904 0.220 -0.126 2.6007 0.9767 -0.3627 0.2052
H 1.889 2.042 -0.212 0.7139 -0.5841 0.1832 0.2282
H 2.996 -2.156 0.085 1.3630 -2.0524 0.0262 0.2134

=====

89
Properties=species:S:1:pos:R:3:forces:R:3:lowdin_charge:R:1 method="wB97M-V/def2-TZVPD" total_charge=+2 gap_ev=3.52 lumo_ev=-8.934
C 3.687 5.318 -3.892 0.4674 -0.4263 -0.2312 -0.1083
C 4.097 3.919 -4.361 -0.3796 0.5739 0.3291 -0.2515
C 3.457 2.805 -3.524 0.5522 -0.2573 -0.5469 -0.2093
C 4.472 1.844 -2.868 -1.0696 0.4466 0.2632 -0.1993
C 4.121 1.607 -1.409 0.2987 -0.0701 -0.0936 -0.2330
C 4.956 0.522 -0.755 -0.2685 0.3910 0.2371 -0.2125
C 4.399 0.094 0.597 0.2235 -0.6128 0.1019 -0.2073
C 4.757 -1.364 0.978 -0.7898 0.3245 -0.5175 -0.1897
C 3.519 -2.261 0.918 -0.0243 0.5409 -0.0922 -0.2181
C 3.009 -2.378 -0.519 -0.1950 -0.6547 0.4744 -0.2026
C 2.335 -3.702 -0.833 -0.4721 0.2101 0.1263 -0.2017
C 1.043 -3.956 -0.060 0.3724 0.2346 0.4148 -0.2036
C -0.100 -3.016 -0.443 -0.0138 -0.2009 -0.4121 -0.1781
C -1.412 -3.737 -0.785 0.1524 -0.1048 0.2372 -0.1645
C -2.567 -3.586 0.198 -0.0546 0.4904 -0.0145 -0.1493
C -3.128 -2.199 0.345 0.1382 0.0773 0.0551 -0.1606
C -3.891 -1.576 -0.651 0.0076 -0.1278 -0.0825 -0.1440
C -4.194 -2.240 -1.965 -0.5250 0.4708 -0.0723 -0.1690
C -5.704 -2.587 -2.138 0.9906 0.3747 0.2792 -0.4170
S -6.522 -1.554 -3.369 -0.0103 -0.4236 -0.4473 1.0493
C -7.416 -0.452 -2.392 -0.3133 0.5837 -0.1915 -0.7088
N -8.062 0.567 -2.858 0.5126 -0.5429 -0.3373 0.0490
N -8.617 1.191 -1.772 -0.2223 0.1005 0.7519 0.0641
C -8.274 0.507 -0.739 -0.5435 0.9733 -0.6685 -0.1862
O -7.504 -0.554 -1.047 0.2695 -0.5360 0.1958 0.0055
C -4.404 -0.302 -0.440 0.1604 0.1122 0.3922 0.0209
C -4.179 0.409 0.726 0.1400 -0.4544 -0.3253 0.0341
C -3.421 -0.175 1.710 -0.0403 0.1368 0.3674 -0.2550
C -2.924 -1.459 1.503 -0.2190 0.2432 0.1198 -0.3450
S -1.959 -2.088 2.865 0.8246 -0.0118 0.2907 0.9324
C -1.016 -0.608 3.304 -0.9068 -0.6834 -0.1477 -0.5377
C 0.343 -0.615 3.626 -0.6231 0.5382 0.2657 -0.1629
C 0.920 0.623 3.883 0.4464 -0.4027 0.3283 -0.0090
C 0.211 1.819 3.825 0.1232 -0.1019 0.2172 -0.1494
C 0.939 3.124 4.082 -0.0018 0.2177 -0.5619 -0.1885
N 0.241 4.340 3.774 -0.2195 -0.0709 -0.2274 -0.1057
C 0.088 4.614 2.333 -0.4506 -0.3202 0.4874 -0.0910
C -1.139 1.774 3.524 -0.1184 -0.3125 -0.1780 0.0813
C -1.769 0.571 3.255 0.4219 0.1163 0.3002 -0.2568
N -3.149 0.546 2.928 -0.0412 -0.3022 -0.1135 0.0664
H 3.676 5.342 -2.813 -0.1153 0.1860 0.4046 0.0620
H 4.426 6.033 -4.229 0.0276 0.3671 -0.1194 0.0681
H 2.724 5.599 -4.287 -0.3944 0.1559 0.0411 0.0686
H 5.175 3.876 -4.301 0.3395 -0.2638 -0.0560 0.0939
H 3.821 3.835 -5.403 0.0867 -0.2032 -0.3512 0.1002
H 2.821 2.215 -4.172 -0.3388 -0.1164 -0.0369 0.1024
H 2.817 3.243 -2.769 -0.1830 0.1671 0.2923 0.0914
H 4.412 0.902 -3.397 0.4642 -0.3094 -0.1666 0.1087
H 5.459 2.275 -2.928 0.4952 -0.1163 -0.1462 0.1072
H 4.219 2.553 -0.884 -0.0127 0.2304 0.2869 0.1178
H 3.073 1.319 -1.337 -0.2710 -0.0637 -0.0328 0.1055
H 4.973 -0.313 -1.444 0.0462 -0.4096 -0.0925 0.0980
H 5.983 0.844 -0.622 0.3232 0.0806 -0.1410 0.1233
H 3.319 0.178 0.551 -0.4165 0.1054 0.0892 0.0839
H 4.739 0.755 1.386 0.0648 0.3552 0.0972 0.1058
H 5.238 -1.416 1.942 0.2956 -0.0983 0.2514 0.1013
H 5.407 -1.713 0.189 0.6893 -0.3246 0.1658 0.1038
H 3.702 -3.233 1.362 0.1540 -0.3210 0.0219 0.1086
H 2.733 -1.774 1.494 -0.2224 -0.0512 0.4504 0.0826
H 2.283 -1.596 -0.700 0.1045 0.4945 -0.3388 0.1063
H 3.857 -2.287 -1.182 0.1071 0.2751 -0.3913 0.1096
H 3.032 -4.509 -0.649 0.1787 -0.3035 -0.0983 0.1170
H 2.052 -3.690 -1.878 0.1934 -0.2490 -0.4565 0.1159
H 0.746 -4.984 -0.214 -0.1122 -0.3361 -0.0680 0.1043
H 1.273 -3.862 0.999 -0.0448 -0.0763 0.3932 0.0919
H -0.236 -2.229 0.292 -0.1516 0.2134 0.3012 0.0943
H 0.200 -2.503 -1.348 0.1382 0.2969 -0.2057 0.1101
H -1.206 -4.797 -0.830 0.0477 -0.3662 -0.1362 0.1131
H -1.696 -3.454 -1.783 -0.3149 0.1317 -0.3333 0.0996
H -3.392 -4.241 -0.052 -0.0967 -0.3186 -0.1619 0.1321
H -2.205 -3.894 1.170 0.0416 -0.3525 0.3025 0.0696
H -3.571 -3.093 -2.153 0.0773 -0.4366 0.0585 0.0885
H -3.947 -1.513 -2.726 0.2039 0.1246 -0.3602 0.1089
H -6.194 -2.457 -1.188 -0.4076 -0.1845 0.2356 0.0753
H -5.774 -3.615 -2.445 -0.3520 -0.3439 -0.2077 0.0773
H -8.544 0.741 0.264 0.0378 -0.2229 0.5166 0.1267
H -4.993 0.184 -1.191 -0.1599 0.0066 -0.4716 0.1224
H -4.581 1.392 0.849 -0.0886 0.4195 0.1660 0.1290
H 0.918 -1.530 3.645 0.3808 -0.1993 -0.3656 0.0980
H 1.968 0.641 4.123 0.3464 0.1237 0.0453 0.1327
H 1.799 3.095 3.424 0.4578 0.0044 -0.0163 0.1310
H 1.334 3.153 5.092 -0.0314 -0.1213 0.3465 0.1327
H -0.668 4.360 4.206 0.0169 0.2282 0.3607 0.0950
H 0.487 5.578 2.063 0.3236 0.2439 -0.0902 0.0800
H -0.962 4.610 2.065 -0.3149 0.1208 -0.1567 0.0751
H 0.538 3.825 1.748 0.3605 -0.0870 -0.2962 0.0782
H -1.734 2.663 3.465 -0.1604 0.3569 -0.0262 0.1287
H -3.658 0.105 3.687 -0.2942 0.1747 0.1221 0.1343
Ca -1.085 -2.399 5.354 -0.1185 0.4733 -0.5993 1.6016

=====

20
Properties=species:S:1:pos:R:3:forces:R:3:nbo_charge:R:1 method="wB97M-V/def2-TZVPD" total_charge=0 gap_ev=10.46 lumo_ev=0.507 e_above_lowest_kj_mol=543.6
C 2.861 0.098 -0.668 2.0388 0.8510 -0.6768 -0.4464
C -0.909 0.756 -0.001 3.0371 1.9468 1.7439 -0.3807
C -0.322 2.133 0.155 1.3228 1.3788 0.3482 -0.6713
C -2.182 0.598 -0.077 -3.7991 -1.7860 -2.6082 -0.0872
C -2.930 -0.768 -0.453 -0.4508 2.0366 -1.5509 -0.6545
H 3.420 -0.931 -0.817 -1.3661 1.8650 1.0419 0.2173
H 3.212 0.665 -1.605 -0.3322 -0.4861 1.5217 0.2083
H 3.239 0.758 0.316 -1.4766 -2.1917 -2.6600 0.2607
H 1.087 -0.400 -1.764 0.3581 0.3342 0.7428 0.4315
H -0.394 2.449 1.396 0.8459 -0.7545 -3.7956 0.2486
H 0.880 1.900 -0.406 -3.7057 1.9960 2.1735 0.2477
H -0.995 2.900 -0.459 1.8318 -1.4710 1.3181 0.2241
H -2.683 1.590 -0.238 -0.1592 -1.2734 0.3962 0.2032
H -2.219 -1.539 -0.258 -0.0767 -0.7280 0.6442 0.2560
H -3.925 -0.829 0.136 1.6318 -0.1817 -1.4161 0.2287
H -3.008 -0.871 -1.709 -0.3983 0.7287 3.5227 0.2189
N 1.377 0.036 -0.873 2.8564 -0.0490 -1.1288 -0.9184
O 0.963 -0.363 1.690 -1.1199 1.4231 -4.7484 -0.9027
O -0.144 -1.696 -0.009 -0.3417 -1.0065 -0.9293 -0.9711
S 0.380 -0.398 0.271 -0.6964 -2.6323 6.0607 2.2875

=====

For reference, E_tot by record: -1360.85248; -3053.85310; -800.35059 hartree.
For reference, max |F| by record: 0.08766; 0.02528; 0.12921 Eh/bohr.